# C5H9O

A 2-piece molecular cluster, C5H9O overall in a non-equilibrium geometry (ωB97M-V/def2-TZVPD, the Open Molecules 2025 dataset).

Calculated values
HOMO-LUMO gap (eV): 6.96
Total energy (Eh): -270.76110
HOMO level (eV): -13.73
Energy above the lowest of the compared OMol25 structures with the same formula, charge and spin (kJ/mol): 198.37

ORCA input file:
```
! RIJCOSX wB97M-V def2-TZVPD def2/J DEFGRID3
* xyz 1 1
C 2.255 -2.399 -1.342
C -0.922 0.385 0.666
C -0.690 1.523 -0.106
C -1.502 0.234 2.007
C -0.036 1.460 -1.262
O 1.561 -1.545 -0.883
H 1.939 -3.068 -2.061
H 3.297 -2.418 -1.050
H -0.635 -0.556 0.200
H -0.942 2.496 0.387
H -1.591 1.335 2.340
H -2.571 -0.335 2.144
H -0.590 -0.050 2.525
H 0.065 2.368 -1.916
H 0.362 0.569 -1.649
*
```

Results of the Mulliken charge analysis, in e, for atoms 1 through 8: number 1, C, carries -0.11; number 2, C, carries 0.32; number 3, C, carries -0.04; number 4, C, carries -0.95; number 5, C, carries -0.48; number 6, O, carries -0.39; number 7, H, carries 0.27; number 8, H, carries 0.23